{"formula": "C3H7O3", "method": "ωB97M-V/def2-TZVPD", "elements": ["O", "C", "O", "H", "H", "C", "O", "C", "H", "H", "H", "H", "H"], "coordinates": [[-1.449057, 0.729731, -0.622257], [-1.918829, 1.810042, -0.817403], [-2.536793, 2.085613, -1.925866], [-1.877101, 2.644674, -0.105069], [-0.726534, -1.005147, -0.790463], [0.507150, -1.263400, 0.673811], [-0.143086, -1.714932, -0.482832], [1.666747, -0.291477, 0.390560], [-0.189575, -0.868390, 1.419535], [0.933614, -2.125656, 1.195313], [2.670380, -0.687948, 0.279607], [1.295527, 0.295826, -0.451248], [1.767558, 0.391065, 1.236312]], "forces_ev_per_angstrom": [[0.3, -0.7, 0.2], [0.0, 0.4, 0.2], [-0.3, 0.3, -0.4], [-0.1, 0.3, 0.0], [0.3, -0.3, 0.1], [1.1, -0.6, 0.9], [-0.2, -0.1, -0.2], [-1.1, 0.7, 0.6], [-0.1, 0.4, -0.3], [-0.2, -0.3, -0.3], [-0.2, -0.5, -0.6], [0.7, 0.1, -0.2], [-0.1, 0.2, 0.1]], "mol_weight_g_mol": 91.09, "fmax_ev_per_a": 1.55, "spin_multiplicity": 2, "de_lowest_kcal_mol": 29.36, "homo_lumo_gap_ev": [10.49, 5.97]}